{"formula": "C24H82N26O26Zn2", "method": "ωB97M-V with the def2-TZVPD basis set", "species": ["H", "O", "H", "H", "N", "H", "H", "C", "H", "C", "H", "H", "O", "C", "H", "O", "H", "C", "C", "H", "O", "H", "H", "H", "N", "N", "H", "N", "H", "H", "H", "H", "H", "O", "H", "C", "N", "N", "N", "H", "H", "C", "C", "C", "H", "O", "C", "O", "H", "O", "O", "H", "O", "H", "H", "H", "H", "O", "H", "H", "H", "N", "N", "H", "O", "H", "H", "O", "H", "Zn", "O", "C", "H", "C", "O", "H", "O", "H", "H", "N", "N", "O", "C", "N", "H", "H", "H", "O", "N", "C", "H", "C", "H", "H", "H", "N", "O", "H", "H", "N", "H", "C", "C", "N", "N", "O", "H", "H", "N", "H", "H", "O", "H", "C", "H", "H", "N", "H", "H", "H", "C", "H", "H", "H", "H", "O", "H", "N", "H", "H", "N", "C", "H", "H", "H", "H", "O", "H", "C", "N", "C", "H", "H", "Zn", "H", "O", "C", "O", "H", "N", "N", "N", "N", "C", "H", "H", "H", "O", "H", "H"], "xyz": [[-2.6668, 2.2827, 5.4016], [3.5412, 3.5211, -6.3497], [1.9414, 3.3736, -5.1080], [2.7357, 4.9584, -5.0721], [6.1804, -2.4336, 3.1564], [-1.5039, -3.7816, -3.5519], [-2.8889, 2.7768, 3.6953], [-1.5734, -2.2040, -6.4469], [-3.5824, -6.1221, 1.5698], [2.1338, -2.8020, 4.2480], [-1.2873, 6.0612, -0.3245], [6.3360, -4.5687, 2.7622], [-1.6412, 3.9533, -5.3471], [-5.9866, -2.0622, 2.8589], [0.1335, 1.1513, -5.9000], [-3.0355, -1.7412, -1.4709], [5.2306, -1.2390, -3.1542], [-1.4028, 4.9009, -4.6409], [-2.6743, 0.8024, 4.0170], [4.7544, 0.5393, -2.8214], [-2.7180, 1.8942, -2.2997], [1.2813, 1.9086, 2.2512], [1.7314, 4.9981, 0.3339], [-4.4707, 2.0576, 0.6218], [0.9837, 0.0642, -4.0408], [1.7673, -5.6593, 1.0684], [1.3092, -0.4968, -3.2666], [5.4352, -4.2395, 2.4457], [-0.0174, 2.5479, 2.9467], [-2.8985, 6.0399, -5.3138], [-3.4882, -3.6169, 0.6358], [-2.3312, -1.0123, 4.8222], [0.3308, 6.4002, 0.1733], [2.3542, 1.0885, 4.5473], [2.9505, -3.1395, 6.0027], [5.3688, -2.9358, 2.2804], [0.6700, -4.7470, -0.5062], [-2.1640, 5.9871, -4.6226], [-0.9208, -1.5691, -5.5834], [-2.2545, 6.6643, -3.8788], [-1.1592, -4.7829, 3.3533], [0.3772, -0.2470, -0.1683], [1.2905, 1.7119, 4.2921], [0.2028, 6.0640, 4.0153], [-2.3978, 1.3276, 1.3866], [2.2557, -3.5811, 0.4297], [-3.9791, -4.5856, 0.5428], [-2.4703, -2.7455, 4.0526], [-1.7553, -2.5188, -8.3596], [3.0828, 2.0375, -0.2074], [3.1607, 0.0867, 2.1464], [-4.1558, -1.7456, 2.0733], [4.4973, -2.3408, 1.7600], [-3.9265, 3.1929, -1.2678], [-0.2564, -0.9121, -5.9667], [3.9761, -2.2970, 4.8724], [-5.9017, -2.8668, 4.6199], [-2.4926, 1.8015, 0.5571], [4.6213, -2.7692, -2.4739], [4.7321, -4.8986, 2.1434], [0.4175, -4.1223, -1.2586], [-0.1495, 1.6352, -5.0599], [1.0115, -3.1012, 4.9561], [4.8186, 0.3842, 0.9122], [2.8715, 3.5703, -2.6741], [1.0456, -3.3418, 5.9364], [5.1415, 0.9269, 2.3777], [2.1543, -2.4361, 3.0966], [4.6303, 2.6767, 0.6481], [-1.0622, 1.6574, -1.0432], [-0.8238, 3.6470, -0.7577], [-3.7489, 1.5201, 0.0069], [-2.5542, -1.2707, -3.3835], [3.6691, 3.4834, -3.8407], [0.1117, 1.7666, -2.8978], [0.2713, 1.1686, 5.8646], [-3.0775, -5.5859, 0.9540], [-0.8414, 2.3708, -5.0739], [-0.5585, 5.7456, -3.0190], [4.5881, -1.7653, -2.5794], [3.1776, -2.8891, 5.0510], [3.4959, -1.3042, -0.6194], [1.6125, -4.5894, 0.3241], [-1.1761, -2.0326, -7.6901], [-5.5571, -6.6243, -1.3874], [3.7766, 0.9733, -1.4233], [0.5625, 5.2134, 2.2865], [-0.7285, -0.3491, -0.6789], [-5.3206, -2.5371, 3.8624], [0.2805, 1.1575, -3.9390], [-3.0696, 1.8950, -3.1930], [-0.0579, 4.4639, -0.2661], [-1.8658, -3.7537, -1.8304], [6.6776, -3.0323, 3.8001], [-3.5809, -2.6463, -3.2787], [-2.7327, 2.0842, 4.4135], [-7.2019, -1.9017, 2.8885], [-0.3059, -1.9091, -1.7592], [-2.2099, 0.4441, 5.8809], [1.2676, 6.7166, 3.7649], [-4.7264, -4.5374, 1.3349], [-1.8031, -2.9348, 3.0293], [-3.9167, 2.1191, -1.4549], [-1.6786, -2.0317, 2.1479], [-0.4829, 5.0001, -3.6962], [0.7041, 0.9429, -0.2962], [-0.8283, -2.0356, 1.6028], [3.2080, 2.8221, 1.7635], [0.9277, 2.2457, 3.1352], [-5.2195, -4.2993, -1.2759], [0.1981, 4.2542, -3.6965], [0.8667, -1.0500, 0.6267], [-4.3221, -2.6829, 3.9050], [-1.5491, -3.1387, -2.6728], [3.4160, 3.1982, -1.9764], [-3.8374, -5.0717, -1.6770], [4.1732, 0.2770, -2.0381], [-1.0658, 5.0288, 3.0293], [-1.2315, -1.6243, -4.6240], [-3.8887, 0.4508, 0.1654], [4.2645, 0.8315, 1.7375], [0.3766, -5.7132, -0.4867], [-0.6051, -4.0501, 1.8869], [3.9947, 2.4435, -3.8638], [1.8180, 3.6284, -0.6808], [-0.2405, -2.5721, -2.4503], [-2.3246, -1.2663, -1.0343], [-1.1763, -3.9977, 2.7182], [6.0052, -1.4932, 3.4803], [-2.1410, -1.1397, 2.2514], [-0.3868, 5.7171, -0.0233], [4.0423, -0.9860, -1.6780], [-0.6373, 2.0535, 4.5907], [-5.4498, -1.0177, 1.1479], [1.2116, -0.3159, -4.9485], [2.1834, 1.7392, -0.0536], [-0.6077, 6.2971, 4.9102], [3.1891, 4.1801, -6.9524], [2.9045, 3.8817, -5.0582], [-5.1327, -1.5109, 1.9703], [-2.7485, -2.1543, -2.7755], [0.2460, -3.3364, 4.3405], [1.8705, 6.4072, 3.0160], [2.6095, -1.7465, 1.2273], [-4.8887, 1.9556, -1.9203], [-5.2486, -6.2156, -0.5754], [3.7567, 2.1821, 1.0725], [-2.4099, -3.0919, -6.1611], [1.6084, 7.2166, 4.5736], [1.2467, 4.2258, -0.1004], [-2.3608, -0.0177, 4.9954], [0.2143, 1.7558, 5.0448], [-0.0929, 5.2993, 3.0502], [-4.5209, -5.0074, -0.8303], [2.3524, -5.7439, 1.8872], [1.2151, -6.4840, 0.8812], [3.0048, 0.3105, 3.0668], [-2.6592, 0.4466, 2.8594], [-0.3983, -1.4460, -7.9566], [4.6475, 3.9621, -3.8015]], "forces_ev_per_angstrom": [[-0.44, 0.62, -0.41], [-0.09, 0.30, 1.86], [-0.21, 0.05, 0.54], [-0.05, 0.08, 0.25], [3.40, 3.81, 2.76], [0.27, 0.17, -0.12], [-0.23, 0.15, 0.59], [-3.65, -5.61, -1.75], [0.25, -0.40, -0.16], [-1.28, 0.15, 2.26], [0.05, -0.15, 0.38], [-0.55, -0.69, -0.16], [0.27, -1.52, -1.41], [-2.00, 2.53, -0.64], [-0.51, 0.57, -0.10], [-1.92, -0.01, 0.63], [0.04, -1.18, -0.40], [-1.00, 1.02, 1.50], [1.41, -0.01, 1.04], [-0.40, 0.12, 0.22], [-2.12, -0.35, 1.06], [0.71, -0.15, 0.24], [0.47, -0.33, -0.36], [-0.48, -0.14, -0.19], [2.19, -3.09, -0.11], [0.98, -3.26, 2.79], [-0.17, 0.47, 0.09], [0.18, -4.05, -1.16], [0.16, 0.05, 0.63], [0.04, -0.11, 0.16], [0.15, 0.08, -0.86], [0.00, -0.54, 0.16], [-0.37, -0.02, -0.16], [-1.11, 1.18, -0.44], [0.73, 0.25, -0.12], [-0.75, -2.30, 2.44], [-3.81, -1.54, -3.20], [-2.74, 2.19, -1.29], [2.90, 3.43, 3.89], [0.48, -0.27, -0.21], [-0.20, 0.05, -0.27], [-0.14, 1.91, 2.26], [0.76, -2.43, -0.32], [-3.97, 1.77, 3.34], [-0.11, -0.69, 0.93], [2.05, 2.28, 0.60], [0.00, 0.01, -0.25], [-0.57, -0.59, 1.36], [0.52, 0.21, -0.24], [0.79, 0.21, 1.26], [0.60, -0.49, -0.33], [-0.30, 0.26, -0.42], [-2.19, 2.44, -2.87], [0.15, 0.21, -0.04], [-0.38, -0.02, 1.00], [-0.02, -0.26, 0.12], [0.30, -0.11, -0.07], [1.48, 1.32, -1.50], [0.25, 0.30, -0.05], [0.44, 0.33, -0.43], [0.14, 0.32, -0.14], [-0.74, 0.31, -3.07], [-0.85, -0.13, -1.57], [-0.70, -0.84, -0.39], [-0.02, 0.94, -0.11], [-0.35, -0.11, -0.47], [-0.72, 0.54, 1.17], [-0.61, 0.06, -1.24], [0.48, 0.43, 1.14], [1.11, -0.20, -0.68], [-1.22, -0.28, -0.02], [-1.33, -0.15, -0.70], [0.29, 0.17, -0.29], [1.27, -1.50, -0.17], [-0.98, 0.84, 2.49], [-0.55, 0.38, 0.09], [0.85, -0.53, 0.62], [-0.01, 0.64, -0.38], [0.66, -0.47, -0.23], [0.90, -2.12, -1.25], [2.38, 0.08, 0.87], [-0.25, -0.42, -0.26], [1.15, 0.68, 1.12], [0.03, 0.26, -2.84], [0.06, 0.14, -0.12], [0.02, 0.30, 0.13], [-0.92, -0.48, 0.03], [-6.14, -4.09, -2.97], [0.92, -2.50, 3.68], [0.42, 0.61, 0.86], [0.64, -0.12, -0.43], [1.22, -0.85, -1.92], [0.29, -0.26, 0.22], [-0.13, 0.41, -0.16], [-0.18, -0.17, 0.54], [-0.19, 1.23, -0.45], [0.13, -0.37, -0.83], [-0.33, 0.45, 0.47], [-0.17, -1.07, 0.18], [5.03, 3.13, 0.78], [-0.81, 0.06, -0.58], [-2.03, 1.23, 2.49], [1.32, 0.77, 1.89], [0.77, 4.10, -3.94], [2.03, -1.05, 0.71], [4.56, 4.83, 0.91], [-0.15, 0.32, -0.55], [-0.07, -0.01, -0.07], [0.81, 1.35, -4.43], [-0.33, 0.62, 0.60], [0.12, 0.20, 0.91], [1.10, -2.44, 0.92], [-0.09, 0.03, 0.02], [-0.80, 0.07, -0.51], [-0.15, -0.13, 0.37], [0.98, -0.58, 0.56], [0.07, 2.22, -0.19], [0.35, -0.19, -0.59], [0.70, 0.33, -0.13], [-0.46, -0.10, -0.79], [0.20, 1.84, -2.91], [-0.98, 0.53, -1.06], [-0.42, -0.20, 0.04], [-0.27, -0.48, -0.81], [-0.44, -0.33, 0.00], [-0.45, -0.63, -0.52], [0.71, 0.07, -0.31], [3.02, -5.17, 0.31], [0.42, 0.01, -0.35], [0.20, 0.12, 0.37], [-1.28, 2.14, 0.44], [-0.45, 0.69, 1.50], [-0.03, -0.34, 0.91], [-0.03, -0.45, 0.24], [-0.01, 0.05, 0.45], [-1.33, -1.07, -0.22], [0.51, -0.21, 0.77], [0.17, -0.05, -0.29], [-0.50, -0.12, -1.96], [0.76, 0.58, -1.96], [1.89, -0.02, 0.14], [-0.49, -0.06, 0.69], [0.30, 0.43, 0.65], [0.08, 0.16, -0.59], [0.34, -0.92, -0.13], [0.51, 0.00, 0.12], [1.74, -0.42, -0.78], [0.16, 1.31, -0.05], [0.62, 0.22, -0.45], [1.22, 0.34, 1.38], [-0.09, -0.20, 1.49], [-0.32, -0.40, 3.09], [-2.01, -4.72, -4.26], [-1.63, 0.54, 0.00], [-0.02, 0.50, -0.39], [0.22, 0.13, 0.22], [-0.69, 0.23, 1.20], [-0.78, 0.13, -2.68], [-0.44, -0.24, -0.23], [-0.18, 0.93, 0.31]], "charge": 2, "spin_multiplicity": 1, "homo_lumo_gap_ev": 8.17, "energy_ha": -7902.2177, "homo_ev": -12.16}